(1)
{"formula": "C21H66N6O21", "method": "ωB97M-V/def2-TZVPD", "elements": ["C", "H", "H", "H", "O", "C", "H", "O", "H", "H", "C", "O", "N", "H", "H", "C", "C", "O", "H", "H", "C", "H", "H", "H", "N", "H", "C", "O", "C", "O", "H", "H", "O", "H", "O", "H", "C", "O", "N", "H", "N", "C", "H", "C", "H", "H", "H", "C", "H", "O", "H", "H", "H", "H", "H", "C", "O", "H", "O", "H", "N", "H", "C", "H", "C", "H", "H", "H", "H", "C", "O", "H", "H", "H", "H", "O", "H", "H", "C", "H", "H", "H", "O", "H", "H", "C", "O", "O", "N", "H", "O", "C", "C", "O", "H", "H", "H", "H", "H", "H", "O", "H", "H", "H", "H", "C", "H", "H", "H", "H", "H", "O", "H", "H"], "positions_angstrom": [[5.168, 2.904, -0.206], [-0.256, -4.929, -1.422], [-3.554, 5.603, -0.832], [-7.146, -2.181, -1.527], [0.269, -2.972, -1.198], [-5.275, -1.796, -1.075], [1.420, -4.551, -1.897], [0.661, 1.461, -3.085], [-3.601, 0.985, 3.873], [-4.729, 4.699, -4.140], [3.807, -2.139, -1.871], [0.079, 3.116, 5.572], [0.954, -1.134, 3.541], [-3.134, -5.877, 0.091], [3.633, -2.105, -0.795], [-2.043, 0.413, 5.185], [0.612, -4.305, -1.207], [5.647, -0.875, -1.329], [-2.654, -0.453, 5.441], [-3.030, 6.366, -2.944], [-2.990, 4.943, -1.492], [5.397, -1.742, -3.253], [2.096, -3.316, 3.409], [2.124, 2.791, -2.475], [-0.599, -1.204, -4.262], [0.694, -0.183, 3.322], [-2.925, -4.694, 1.556], [-2.131, 1.400, 6.251], [1.588, 2.788, 3.714], [-6.573, -2.210, -0.757], [-2.535, -3.091, 2.836], [0.734, -0.246, -1.112], [3.045, -1.201, -2.615], [-3.722, -0.861, 0.794], [-4.667, 5.239, -3.349], [0.267, -1.788, 3.890], [-4.996, -0.347, -0.469], [2.593, -0.576, 2.125], [4.428, 1.978, 0.315], [2.239, -4.052, 0.270], [1.344, -1.188, -5.058], [1.025, 3.687, -3.993], [2.575, 2.427, 3.423], [1.594, 2.445, -3.362], [-0.642, -2.943, -1.499], [5.696, -0.136, -1.939], [0.382, -0.975, 0.487], [0.216, -1.774, -5.150], [-2.093, 1.945, -0.852], [-3.076, 3.530, -1.132], [4.053, 1.164, -0.151], [-2.128, 0.353, 2.954], [1.458, -0.474, -4.353], [-1.660, -2.674, 0.162], [-1.967, 5.201, -1.219], [-2.155, -3.435, 1.874], [0.695, 1.831, 3.080], [1.786, -6.180, 1.074], [1.275, 3.646, -5.422], [2.116, -1.426, -2.521], [5.627, 3.798, 0.608], [-4.008, -4.820, 1.561], [5.273, -1.974, -2.196], [3.525, -3.174, -2.066], [-3.372, 5.331, -2.951], [-1.051, 1.171, 0.875], [-0.318, -0.381, -3.749], [-5.860, 0.297, -0.630], [-4.101, 0.145, -0.850], [0.354, -0.061, -0.107], [-1.410, 1.326, -1.119], [2.018, 3.210, 5.733], [-0.620, 2.487, 5.380], [-0.027, 3.733, -3.710], [0.038, 1.769, -2.423], [-2.031, 2.322, 3.474], [1.500, 4.572, -3.570], [1.442, 1.508, 5.556], [1.306, 2.544, 5.245], [0.910, 1.606, 2.171], [-1.861, -0.215, 0.013], [-1.083, 2.328, 3.323], [-4.569, -0.422, 0.895], [2.173, -1.581, -5.482], [-4.516, -2.480, -0.696], [-2.515, 0.942, 3.786], [-2.324, -2.491, 0.831], [-0.039, -2.767, -5.777], [2.370, -2.604, 2.747], [0.694, -4.412, 0.949], [5.414, 2.791, -1.439], [-1.055, 0.519, 0.001], [1.333, -4.633, 0.095], [-2.491, -5.198, 0.311], [-5.206, -1.730, -2.160], [-2.630, -5.500, 2.229], [-2.749, 4.766, -3.644], [6.442, 4.348, 0.378], [1.908, 0.347, 0.940], [-1.875, 1.036, 7.102], [1.590, -6.039, 0.145], [-3.867, 3.430, -0.597], [2.274, 1.910, -4.025], [1.408, 3.857, 3.603], [-1.233, -1.856, -3.823], [2.010, -1.441, 2.817], [-1.103, -3.715, 1.920], [3.176, -2.598, 2.137], [5.876, -2.837, -1.911], [5.219, 3.834, 1.531], [4.216, 2.065, 1.299], [1.387, 0.896, 0.350], [-1.108, -0.140, 5.269], [2.147, 3.301, -5.626]], "lowdin_charge": [-0.7519, 0.1024, 0.1139, 0.0760, -0.1177, -0.2553, 0.1074, -0.0768, 0.1182, 0.0978, -0.2603, -0.0558, 0.2084, 0.0621, 0.1063, -0.2233, -0.2815, -0.0848, 0.1003, 0.1112, -0.1803, 0.1219, 0.1405, 0.1199, 0.1547, 0.0776, -0.2903, -0.0767, -0.1474, -0.0864, 0.1128, 0.0944, -0.0596, 0.0160, -0.0318, 0.1104, -0.2123, -0.0100, 0.1873, 0.0907, 0.1671, -0.2032, 0.1072, -0.2541, 0.0119, 0.0690, 0.0985, -0.8174, 0.0391, -0.0830, 0.1111, 0.0986, 0.0711, 0.0312, 0.1151, -0.2374, -0.1288, 0.0672, -0.0804, 0.0523, 0.1664, 0.1152, -0.2049, 0.1059, -0.2914, 0.1127, 0.0631, 0.1082, 0.0914, -0.1628, -0.0895, 0.1098, 0.0320, 0.1147, 0.0551, -0.1015, 0.1076, 0.1167, -0.2485, 0.0463, 0.0846, 0.0146, -0.1070, 0.1205, 0.0909, -0.1369, -0.1000, 0.0214, 0.2187, 0.0812, -0.0364, -0.1905, -0.2581, -0.1515, 0.0981, 0.0973, 0.1183, 0.1214, -0.0179, 0.0885, -0.0806, 0.0908, 0.1226, 0.1202, 0.0623, -0.7748, 0.0926, 0.1416, 0.1128, 0.1072, 0.0960, -0.1154, 0.0858, 0.0720], "homo_ev": [0.25, -6.65], "energy_ha": -2748.09546, "multiplicity": 2, "total_charge": -1}

(2)
{"formula": "C24H44B9F36N8", "method": "ωB97M-V/def2-TZVPD", "elements": ["F", "B", "H", "C", "F", "H", "F", "F", "F", "C", "C", "H", "C", "F", "H", "H", "F", "H", "H", "F", "F", "H", "H", "B", "H", "C", "C", "H", "F", "C", "F", "C", "N", "B", "N", "H", "H", "C", "F", "H", "H", "F", "B", "H", "H", "F", "F", "H", "H", "H", "C", "F", "C", "F", "H", "H", "H", "N", "H", "F", "C", "H", "H", "F", "N", "N", "F", "C", "F", "F", "F", "H", "H", "H", "C", "F", "B", "C", "B", "N", "H", "H", "H", "C", "B", "H", "F", "H", "H", "B", "N", "F", "H", "H", "H", "F", "H", "F", "H", "C", "H", "C", "F", "C", "F", "B", "H", "F", "C", "F", "H", "H", "N", "F", "C", "F", "C", "C", "C", "F", "F"], "positions_angstrom": [[-18.085, 0.191, 16.964], [-6.502, 4.095, 7.966], [-19.652, 0.955, 6.368], [-7.097, 5.335, 20.103], [-12.221, 3.608, 14.522], [-7.126, 4.263, 19.977], [-15.985, 2.912, 9.101], [-16.115, -1.357, 10.837], [-3.510, -1.648, 7.070], [-5.015, 6.739, 23.087], [-9.089, 5.641, 18.491], [-13.887, 3.304, 20.474], [-11.760, 1.600, 22.520], [-3.570, -3.361, 15.097], [-16.135, -0.324, 5.276], [-12.724, 5.063, 25.005], [-12.718, -5.872, 14.984], [-11.450, 0.689, 22.030], [-12.376, 2.634, 19.830], [-16.345, -1.268, 17.009], [-17.569, 4.267, 8.213], [-4.201, 6.193, 23.564], [-10.112, 5.056, 26.013], [-17.589, -0.886, 17.628], [-13.290, 4.581, 22.624], [-6.738, 7.391, 20.759], [-11.976, 4.278, 25.120], [-8.211, -0.333, 12.318], [-4.283, -4.158, 17.117], [-11.499, -1.692, 8.149], [-5.173, 1.394, 17.853], [-5.229, 5.722, 21.929], [-10.238, -0.610, 12.398], [-13.558, -5.224, 14.178], [-17.226, 2.336, 3.516], [-9.927, -1.427, 14.386], [-14.991, 3.188, 2.358], [-12.684, 3.701, 22.776], [-17.914, 3.232, 10.123], [-15.341, 4.342, 3.634], [-8.861, 4.679, 18.034], [-5.697, -3.951, 15.367], [-4.431, -4.200, 15.759], [-5.869, 6.808, 23.762], [-12.069, 3.750, 26.069], [-5.153, -0.319, 6.585], [-5.890, 3.436, 6.971], [-15.346, 1.311, 3.236], [-10.535, -2.192, 8.050], [-18.986, -0.630, 5.977], [-11.358, -0.310, 8.918], [-7.790, 3.636, 8.161], [-9.080, -0.637, 11.753], [-17.526, -0.606, 18.972], [-13.731, 1.598, 20.426], [-4.687, 7.756, 22.876], [-5.561, 4.715, 22.181], [-10.630, -0.360, 10.242], [-4.404, 5.792, 21.219], [-13.827, -3.916, 14.397], [-10.494, -0.693, 13.812], [-9.907, 5.399, 19.169], [-19.077, 2.604, 4.522], [-13.820, 5.099, 13.968], [-17.873, 0.957, 5.211], [-6.432, 6.098, 21.090], [-3.729, 0.194, 8.297], [-11.206, -0.633, 11.416], [-18.322, -1.993, 17.513], [-14.920, -5.590, 14.420], [-18.157, -0.978, 11.454], [-12.251, 0.307, 9.020], [-11.535, -0.816, 14.111], [-10.246, 0.278, 14.241], [-18.219, 1.968, 4.364], [-14.451, 3.079, 14.898], [-3.890, -0.347, 7.067], [-16.297, 1.355, 3.747], [-16.914, -1.148, 11.889], [-12.180, 3.353, 23.988], [-12.021, -2.420, 8.771], [-12.283, -0.607, 11.488], [-11.062, 1.544, 24.569], [-7.907, 7.487, 19.901], [-16.945, 3.843, 9.371], [-12.045, -1.594, 7.211], [-13.206, -5.434, 12.880], [-18.179, 0.379, 7.202], [-6.233, 8.226, 21.222], [-13.533, 3.749, 14.091], [-8.006, 6.132, 19.350], [-6.047, -0.097, 16.505], [-8.472, -0.167, 9.718], [-9.408, 6.411, 17.788], [-10.810, 0.158, 8.101], [-6.505, 2.079, 16.171], [-9.874, 4.129, 24.598], [-13.578, 3.141, 12.880], [-8.582, 8.247, 19.536], [-13.152, 2.507, 20.585], [-15.507, 4.613, 1.819], [-10.593, 4.799, 25.069], [-6.403, 5.410, 7.682], [-9.234, -0.394, 10.448], [-2.971, 0.457, 6.486], [-5.521, 1.139, 16.560], [-17.455, 4.449, 3.064], [-4.058, -5.416, 15.246], [-16.583, 0.532, 4.793], [-16.379, 4.791, 10.100], [-17.509, 3.419, 1.657], [-10.539, 5.732, 24.509], [-12.582, 2.598, 21.924], [-5.794, 3.907, 9.080], [-11.646, 2.059, 23.820], [-17.076, -2.130, 12.852], [-18.726, 0.390, 6.260], [-15.689, 3.962, 2.674], [-17.084, 3.508, 2.657], [-4.354, 1.252, 15.888], [-16.589, 0.105, 12.481]], "lowdin_charge": [0.1366, -1.5353, 0.1030, 0.0790, 0.0714, 0.1664, 0.1245, 0.1441, 0.1198, -0.0734, 0.0242, 0.1057, 0.0618, 0.1072, 0.1494, 0.1292, 0.1600, 0.1525, 0.1178, 0.0487, 0.0694, 0.0779, 0.0810, -1.4103, 0.1616, -0.0541, -0.1719, 0.1567, 0.1165, -0.0746, 0.0841, -0.1167, -0.0635, -1.4324, -0.0170, 0.1075, 0.0691, 0.0289, 0.1191, 0.1156, 0.1239, 0.1510, -1.4651, 0.0764, 0.1297, 0.1460, 0.1537, 0.1274, 0.0695, 0.0988, -0.1170, 0.1054, -0.0597, 0.0784, 0.1287, 0.0720, 0.1330, -0.0177, 0.1367, 0.1319, 0.0186, 0.0936, 0.1624, 0.0842, -0.0532, -0.0654, 0.1274, 0.0483, 0.1459, 0.0201, 0.1266, 0.1273, 0.1157, 0.1034, 0.0027, 0.0972, -1.5093, -0.0520, -1.4470, -0.0605, 0.0667, 0.1841, 0.1286, 0.0583, -1.4970, 0.0604, 0.1202, 0.1332, 0.1103, -1.3916, -0.0765, 0.1673, 0.1446, 0.1142, 0.1098, 0.0530, 0.0849, 0.1390, 0.1174, 0.0317, 0.0907, -0.0912, 0.1215, 0.0195, 0.1133, -1.4467, 0.1333, 0.0885, 0.0586, 0.1852, 0.1264, 0.0797, -0.0757, 0.1573, -0.0228, 0.1124, 0.0393, -0.1022, -0.1882, 0.1461, 0.0676], "homo_ev": 0.87, "energy_ha": -5199.09654, "multiplicity": 1, "total_charge": -5}

(3)
{"formula": "C2H2ClNO2", "method": "ωB97M-V/def2-TZVPD", "elements": ["C", "O", "Cl", "N", "H", "O", "C", "H"], "positions_angstrom": [[0.749, 0.437, -0.336], [0.140, 1.407, -0.200], [3.136, -0.204, 0.360], [-2.109, 0.056, 0.794], [1.505, -1.482, -0.900], [-2.727, -0.816, 0.207], [1.685, -0.471, -0.673], [-2.379, 1.074, 0.747]], "lowdin_charge": [-0.3032, 0.1641, 0.5406, -0.0003, 0.0404, -0.0463, -0.4679, 0.0727], "e_above_lowest_kcal_mol": 103.11, "homo_ev": [-9.32, -9.31], "energy_ha": -742.67225, "multiplicity": 1, "smiles": "O=C=CCl.N=O", "total_charge": 0}

(4)
{"formula": "C5H39N2O14", "method": "ωB97M-V/def2-TZVPD", "elements": ["H", "H", "H", "H", "H", "H", "H", "H", "H", "H", "C", "H", "H", "O", "O", "O", "H", "N", "O", "H", "O", "H", "H", "H", "H", "H", "H", "H", "O", "C", "O", "C", "C", "H", "H", "O", "H", "O", "O", "H", "H", "C", "H", "H", "H", "O", "H", "H", "H", "H", "H", "H", "O", "N", "O", "H", "O", "H", "H", "H"], "positions_angstrom": [[-2.424, -0.050, -3.694], [0.056, 3.148, -1.910], [1.577, 1.967, -0.639], [3.291, -0.424, -1.348], [0.049, -1.931, -4.192], [-2.187, 2.300, 3.779], [1.167, 2.588, 3.275], [4.142, 1.954, 1.740], [-3.434, 4.084, 0.570], [1.815, -4.416, -2.132], [-3.059, -0.042, 0.267], [-2.148, 3.104, -1.086], [-3.294, 2.644, 1.091], [-1.719, 3.079, -1.934], [1.695, -3.882, -1.358], [1.970, -0.426, 1.846], [3.840, 1.538, -1.926], [-0.482, 0.025, -0.294], [0.805, 1.759, 2.977], [4.395, 0.332, -2.866], [1.840, 1.105, -0.931], [1.013, 3.937, -1.065], [-0.621, 0.700, -1.059], [0.222, -0.561, -0.794], [-2.969, 0.438, 1.204], [-1.711, 3.923, -2.379], [-2.406, -3.711, -0.438], [-0.580, -2.596, 3.271], [-1.867, 2.692, 2.961], [-1.361, -1.535, 1.296], [4.198, 0.666, -1.970], [-1.758, -0.831, 0.015], [-2.022, -3.995, 0.592], [-1.804, -1.549, -0.835], [-2.940, -4.203, 1.133], [-2.319, 0.526, -2.895], [1.088, -0.824, 2.069], [-2.848, 3.332, 0.544], [2.524, -1.091, -1.054], [-3.885, -0.687, 0.005], [0.464, -3.717, 2.245], [-0.574, -3.467, 2.568], [0.713, -2.720, -2.999], [1.224, 1.063, 3.494], [2.464, 0.802, -0.295], [-0.930, -0.861, 2.222], [-0.076, 0.434, 0.556], [-1.049, 2.196, 2.926], [-1.849, 1.286, -3.250], [-1.079, -4.483, 2.950], [2.702, -1.022, 1.623], [2.793, 1.146, 1.353], [0.845, 3.711, -1.967], [-1.329, -2.891, 1.398], [3.328, 1.919, 1.270], [2.290, -3.215, -1.141], [0.843, -2.400, -3.913], [-1.305, -4.773, 0.440], [-3.102, 0.920, -0.299], [2.280, -1.401, -1.911]], "lowdin_charge": [0.0729, -0.0170, 0.0282, 0.0484, 0.0314, 0.0510, 0.0636, 0.0467, 0.0655, 0.0476, 0.0004, -0.0078, 0.0534, -0.0461, -0.0186, -0.0738, 0.0592, 0.2372, -0.0417, 0.1052, -0.0761, 0.0254, 0.1283, 0.1431, 0.0582, 0.0741, 0.0974, 0.0882, -0.0581, -0.4549, -0.0086, -0.1852, -0.0038, 0.1422, 0.0890, -0.0663, 0.0481, -0.0557, -0.1259, 0.1020, 0.0947, -0.0202, 0.0029, 0.0560, -0.0170, 0.0141, 0.1306, -0.0226, 0.0217, 0.1383, 0.0804, -0.0407, -0.0486, -0.1035, -0.0244, -0.0290, -0.0541, 0.0771, 0.0761, 0.0016], "e_above_lowest_kcal_mol": 100.15, "homo_ev": -12.81, "energy_ha": -1376.50504, "multiplicity": 1, "total_charge": 1}

(5)
{"formula": "C5H12N2O", "method": "ωB97M-V/def2-TZVPD", "elements": ["H", "H", "C", "H", "H", "H", "N", "C", "C", "C", "H", "H", "H", "H", "H", "H", "O", "C", "H", "N"], "positions_angstrom": [[2.531, 0.059, -1.115], [-2.104, 0.659, 1.191], [-1.648, 1.186, 0.353], [-2.341, 1.215, -0.488], [-0.070, -2.345, 2.368], [-0.518, -2.346, 0.652], [-0.265, 1.827, -2.102], [0.516, 0.411, -0.931], [0.485, -0.556, 1.281], [-0.372, 0.594, -0.065], [1.515, -0.544, -2.397], [-1.478, 2.212, 0.684], [1.949, -1.803, 0.765], [-0.773, 1.256, -2.776], [-1.433, -1.388, 1.834], [0.456, 0.191, 2.079], [1.817, -0.930, 1.157], [-0.437, -1.722, 1.544], [0.559, 2.197, -2.574], [1.611, -0.173, -1.462]], "lowdin_charge": [0.1050, 0.0676, -0.0703, 0.0824, 0.0793, 0.0834, -0.0419, -0.2190, -0.3203, -0.1507, 0.1044, 0.0884, 0.0987, -0.0305, 0.0662, 0.1222, -0.0475, -0.0786, -0.0290, 0.0901], "e_above_lowest_kcal_mol": 137.89, "homo_ev": [-7.26, -7.26], "energy_ha": -382.28278, "multiplicity": 1, "total_charge": 0}

(6)
{"formula": "C11H15N", "method": "ωB97M-V/def2-TZVPD", "elements": ["C", "H", "C", "H", "H", "H", "H", "H", "C", "H", "C", "H", "C", "C", "H", "H", "H", "N", "C", "H", "C", "C", "H", "C", "H", "C", "H"], "positions_angstrom": [[-2.027, 0.174, -1.239], [4.588, 0.910, -2.223], [-0.783, -0.614, 0.974], [5.331, -0.165, -3.409], [-3.305, 1.511, 0.109], [-0.876, -1.509, -2.123], [2.811, -1.147, -3.703], [-2.304, 0.437, -2.210], [-1.187, -0.372, 3.171], [0.334, -1.622, 2.404], [-2.492, 0.693, -0.045], [3.737, -1.630, -2.342], [-1.030, -0.897, -1.274], [-2.022, 0.589, 2.548], [-2.864, 1.632, 4.407], [0.796, -1.741, -0.330], [-1.128, -0.499, 4.127], [-0.416, -1.011, 2.211], [-2.829, 1.592, 3.272], [-2.618, 2.766, 2.985], [-0.220, -1.184, -0.181], [-1.856, 0.346, 1.173], [-3.904, 1.337, 3.117], [4.376, 0.273, -3.026], [4.059, 1.159, -3.697], [3.256, -0.725, -2.700], [2.574, -0.304, -1.995]], "lowdin_charge": [-0.0857, 0.0216, -0.2252, 0.0741, 0.1383, 0.0774, 0.0997, 0.0688, -0.0100, 0.1397, -0.0416, 0.0475, -0.0944, -0.2442, 0.0814, 0.1408, 0.0559, 0.0719, -0.0894, 0.1315, -0.0304, -0.1560, 0.0725, -0.1946, 0.0871, -0.1746, 0.0375], "e_above_lowest_kcal_mol": 64.84, "homo_ev": -7.66, "energy_ha": -482.81185, "multiplicity": 1, "smiles": "Cc1c[nH]c2ccccc12.CC", "total_charge": 0}